Entry 1:
{"formula": "C5H6O2", "method": "wB97M-V/def2-TZVPD", "species": ["O", "C", "C", "C", "C", "C", "O", "H", "H", "H", "H", "H", "H"], "coordinates": [[-2.117143, -0.142133, -0.005735], [-1.333074, -0.890373, -0.511892], [0.100318, -1.032511, -0.011589], [0.730533, 0.167125, -0.731934], [0.271491, 1.273850, 0.185981], [0.225593, 0.718525, 1.385117], [0.249511, -0.667018, 1.365877], [-1.516171, -1.335250, -1.521786], [0.554604, -2.021481, -0.170142], [1.784238, 0.186331, -0.497198], [0.534237, 0.249330, -1.805443], [0.249462, 2.311973, -0.098588], [0.337996, 1.175666, 2.358586]], "forces_ev_per_angstrom": [[-0.61, -0.47, 0.10], [0.15, -0.12, -0.19], [-0.02, 0.24, -0.05], [0.01, 0.00, -0.19], [0.38, 0.18, 0.05], [0.11, 0.22, 0.21], [-0.11, 0.24, 0.07], [0.01, -0.07, 0.28], [-0.19, 0.44, -0.05], [0.72, -0.52, -0.79], [-0.01, -0.03, 0.25], [0.11, 0.06, 0.30], [-0.57, -0.17, 0.02]], "largest_force_ev_per_a": 1.2, "relative_energy_kj_mol": 193.6, "e_homo_ha": -0.3082, "spin_multiplicity": 1, "total_energy_ev": -9375.089, "smiles": "O=C[C@H]1CC=CO1", "molar_mass_g_mol": 98.1}

---

Entry 2:
{"formula": "H30O15", "method": "wB97M-V/def2-TZVPD", "species": ["H", "H", "H", "H", "H", "H", "H", "H", "H", "H", "H", "H", "H", "H", "H", "H", "H", "H", "H", "H", "H", "H", "H", "H", "H", "H", "H", "H", "H", "H", "O", "O", "O", "O", "O", "O", "O", "O", "O", "O", "O", "O", "O", "O", "O"], "coordinates": [[-0.430641, -1.800195, -0.146953], [-1.191559, -0.586886, -0.566556], [2.183577, 0.489429, 2.829175], [1.150779, 0.354859, 3.910395], [0.302085, 2.396897, -0.007556], [0.467564, 3.158871, -1.348988], [-2.739841, 0.312993, 2.673041], [-2.592285, 0.725096, 4.119370], [2.707247, 1.301998, -1.656244], [3.532251, 2.076570, -2.690064], [2.301603, -2.807556, 1.326906], [3.210894, -1.698333, 1.414406], [2.829303, 1.744142, 0.698393], [2.282064, 2.511842, -0.508238], [1.106135, -0.652180, -3.544814], [2.188310, -1.399037, -2.707170], [-1.148157, -2.143127, 1.767338], [-1.067114, -0.693800, 2.001299], [-2.355715, 1.426259, -2.628218], [-3.428857, 1.806539, -3.635376], [-3.882903, -0.886294, -1.411084], [-3.067831, 0.331807, -1.561133], [-5.171586, -2.412387, -1.046435], [-6.604847, -2.782574, -0.741243], [2.122931, -3.272786, -0.235712], [1.988988, -4.809926, -0.381293], [-0.998466, 4.503624, 1.500816], [-1.196640, 3.055865, 0.980573], [4.394491, -0.322270, -0.478665], [3.020571, -0.858870, -1.042347], [-0.521003, -0.902578, 0.138963], [1.565698, -0.079152, 3.118624], [0.037370, 3.255817, -0.503615], [-2.748834, 1.107759, 3.263660], [3.604846, 1.624431, -1.861788], [3.129966, -2.612810, 1.097725], [2.996239, 2.514576, 0.161905], [1.169210, -1.342932, -2.843412], [-0.687917, -1.578065, 2.358777], [-3.312079, 1.360136, -2.789361], [-3.151492, -0.513884, -1.932878], [-5.858866, -2.183247, -0.433066], [1.685583, -4.071760, 0.080375], [-1.508265, 3.668447, 1.644524], [3.610499, -0.130559, -1.110887]], "forces_ev_per_angstrom": [[0.52, -1.07, -0.18], [1.46, -0.61, 1.35], [3.42, 3.30, -1.41], [0.59, -0.71, -1.23], [-0.54, 2.11, -1.14], [0.11, 0.10, -0.61], [-0.17, 1.05, 0.79], [0.12, -0.20, 0.68], [1.19, 0.27, -0.65], [0.02, 0.89, -1.06], [-5.14, -1.66, 1.96], [0.30, -0.31, 0.04], [-0.09, -0.38, 0.26], [1.01, 0.32, 0.99], [-0.02, -0.81, 0.71], [-2.62, 0.08, -0.53], [-0.53, -1.17, -0.52], [1.63, -2.16, 1.12], [-0.34, 0.22, -0.45], [-0.11, 0.30, 0.08], [0.40, -0.03, -0.18], [-0.33, 1.14, 0.94], [0.62, -0.27, -0.44], [1.25, 1.22, 0.72], [0.23, -0.64, -0.41], [0.81, -1.64, -1.25], [-0.60, -1.27, -0.03], [-0.13, 0.29, -0.13], [-2.01, 0.19, -1.58], [-0.61, -1.65, 0.83], [-1.99, 2.24, -3.19], [-3.78, -2.41, 2.64], [0.64, -2.43, 1.26], [-0.03, -0.97, -1.42], [-0.70, 3.64, -3.16], [5.72, 3.27, -0.77], [-1.20, 1.02, 1.00], [2.73, 0.74, -0.34], [-1.15, 2.54, 1.24], [0.47, 3.60, -1.99], [-0.02, -4.96, 1.74], [-1.85, -1.07, -0.33], [-2.13, 1.04, 0.52], [0.28, 1.25, 0.56], [2.61, -4.38, 3.56]], "largest_force_ev_per_a": 6.6, "relative_energy_kj_mol": 880.0, "e_homo_ha": -0.3599, "spin_multiplicity": 1, "total_energy_ev": -31192.545, "molar_mass_g_mol": 270.2}

---

Entry 3:
{"formula": "C5H13O3", "method": "wB97M-V/def2-TZVPD", "species": ["C", "O", "C", "C", "C", "C", "O", "H", "H", "H", "H", "H", "H", "H", "H", "H", "H", "H", "H", "H", "O"], "coordinates": [[0.876010, -1.611824, 0.290148], [1.069876, -1.004303, 1.484515], [-0.492139, -1.328407, -0.421540], [-0.517919, 0.034902, -1.039932], [-0.275224, 1.199686, -0.055883], [0.822216, 2.130526, -0.551838], [0.558733, 2.663439, -1.841029], [1.594752, -1.251968, -0.508997], [0.965997, -2.728773, 0.271739], [-0.707026, -2.095921, -1.158415], [-1.290505, -1.422483, 0.325819], [-1.463966, 0.255674, -1.550812], [0.172795, 0.098758, -1.900696], [-1.115803, 1.847563, 0.181232], [0.107330, 0.758450, 0.872386], [0.834454, 3.022878, 0.092040], [1.760171, 1.584490, -0.443346], [0.273284, 1.968808, -2.448724], [-0.435269, -1.391551, 2.249400], [-1.702037, -1.031905, 3.169110], [-1.035727, -1.698049, 2.984815]], "forces_ev_per_angstrom": [[0.05, 0.23, -0.98], [-0.65, -0.34, -0.24], [0.05, -0.21, 0.93], [-0.95, 1.35, -0.73], [1.02, 0.07, 0.16], [-0.72, 0.04, 0.80], [0.21, 0.22, -0.67], [0.17, -0.32, 0.26], [0.17, 0.09, 0.30], [0.12, -0.22, -0.39], [0.02, 0.09, -0.01], [-0.30, -0.33, 0.09], [0.37, -0.24, 0.44], [-0.62, -0.36, -0.24], [-0.10, 0.03, 0.02], [0.31, -0.29, -0.06], [0.34, 0.18, -0.48], [0.14, -0.03, 0.38], [0.78, 0.35, 0.44], [0.20, 0.14, -0.27], [-0.59, -0.46, 0.24]], "largest_force_ev_per_a": 1.8, "relative_energy_kj_mol": 41.0, "e_homo_ha": -0.1160, "total_charge": -1, "spin_multiplicity": 1, "total_energy_ev": -11538.118, "molar_mass_g_mol": 121.2}

---

Entry 4:
{"formula": "C6H10O", "method": "wB97M-V/def2-TZVPD", "species": ["C", "C", "C", "C", "C", "O", "C", "H", "H", "H", "H", "H", "H", "H", "H", "H", "H"], "coordinates": [[-2.283399, -0.223385, 0.139037], [-0.887842, 0.164817, -0.318195], [0.127626, -0.998576, -0.240325], [1.160935, 0.023945, 0.180025], [2.448309, 0.237496, -0.468108], [2.352702, -0.249466, 0.872163], [0.077235, 1.029301, 0.555764], [-2.265424, -0.537655, 1.189606], [-3.032551, 0.566401, 0.023968], [-2.609973, -1.085674, -0.457271], [-0.911052, 0.625569, -1.309033], [-0.141749, -1.652336, 0.599206], [0.327615, -1.598257, -1.133880], [2.782434, -0.496273, -1.203242], [2.865935, 1.237630, -0.581131], [0.247045, 2.076355, 0.278074], [-0.166934, 0.982093, 1.621690]], "forces_ev_per_angstrom": [[-0.03, 0.06, 0.04], [-0.08, 0.15, -0.03], [0.06, -0.13, -0.04], [-0.10, 0.04, -0.14], [0.11, 0.12, -0.29], [0.08, -0.05, 0.22], [0.03, 0.09, 0.13], [-0.03, 0.06, -0.14], [0.17, -0.02, 0.04], [-0.04, 0.17, 0.13], [-0.05, -0.28, -0.08], [0.11, 0.04, -0.14], [-0.05, 0.09, 0.15], [0.01, 0.12, 0.14], [-0.09, -0.12, 0.10], [-0.12, -0.24, 0.01], [0.03, -0.09, -0.07]], "largest_force_ev_per_a": 0.3, "relative_energy_kj_mol": 137.3, "e_homo_ha": -0.3687, "spin_multiplicity": 1, "total_energy_ev": -8429.817, "smiles": "C[C@H]1C[C@]2(CO2)C1", "molar_mass_g_mol": 98.1}

---

Entry 5:
{"formula": "C2H4NO3", "method": "wB97M-V/def2-TZVPD", "species": ["C", "C", "N", "O", "O", "O", "H", "H", "H", "H"], "coordinates": [[0.996065, -0.896464, 0.121972], [-1.908930, 1.342734, 0.171425], [1.936401, -0.100747, 0.104582], [0.901449, -2.226833, -0.149894], [2.547302, 0.860488, 0.126408], [-1.275680, 0.355713, -0.245616], [-0.083488, -0.356095, 0.158490], [-2.754974, 1.591865, -0.500328], [-1.838186, 1.888380, 1.101762], [1.480043, -2.459043, -0.888800]], "forces_ev_per_angstrom": [[-1.39, -2.19, -0.85], [-0.81, -2.26, -2.29], [-0.80, -0.57, 0.21], [0.47, 1.56, 0.38], [1.20, 1.06, -0.03], [-0.64, 1.85, 1.23], [0.62, 0.45, 0.47], [0.30, 0.46, 0.43], [0.79, -0.06, 0.49], [0.25, -0.30, -0.04]], "largest_force_ev_per_a": 3.3, "relative_energy_kj_mol": 35.0, "e_homo_ha": -0.5739, "total_charge": 1, "spin_multiplicity": 1, "total_energy_ev": -9758.184, "molar_mass_g_mol": 90.1}

---

Entry 6:
{"formula": "C3H5LiO7", "method": "wB97M-V/def2-TZVPD", "species": ["Li", "C", "O", "H", "H", "H", "O", "C", "O", "O", "H", "O", "C", "O", "O", "H"], "coordinates": [[-14.527057, 0.718380, -5.486316], [-13.568593, 2.239334, -7.795970], [-14.017050, 1.020967, -7.365717], [-12.484072, 2.390246, -7.563194], [-13.676479, 2.407405, -8.888388], [-13.992362, 3.120063, -7.261224], [-16.910769, 1.854595, -7.374643], [-17.395525, 1.416450, -6.152339], [-16.515591, 1.015590, -5.342041], [-18.624715, 1.438168, -5.991686], [-15.956432, 1.616334, -7.341604], [-12.388018, 0.734112, -1.977097], [-12.823033, 0.923596, -3.284663], [-13.289285, -0.008526, -3.967378], [-12.824126, 2.135494, -3.646724], [-12.333845, 1.710262, -1.875064]], "forces_ev_per_angstrom": [[0.04, 0.18, -0.31], [0.79, -0.08, 0.71], [-0.67, 0.22, 0.30], [0.09, -0.10, -0.32], [-0.12, 0.10, -0.02], [-0.42, -0.04, -0.27], [0.10, -0.11, 0.18], [-0.20, -0.24, -0.01], [0.43, -0.13, 0.26], [0.04, 0.20, -0.12], [0.15, -0.02, -0.29], [0.04, 0.62, -0.39], [-1.70, 0.86, -1.98], [0.46, -0.63, 0.71], [0.55, -0.33, 0.66], [0.42, -0.48, 0.90]], "largest_force_ev_per_a": 2.7, "relative_energy_kj_mol": 0.0, "e_homo_ha": -0.0345, "total_charge": -2, "spin_multiplicity": 1, "total_energy_ev": -17733.217, "molar_mass_g_mol": 160.0}